The following is a quantum chemistry calculation of a structure of composition C31H43NNiO3P3S4Te at a distorted geometry, from OMol25.

```
87
Properties=species:S:1:pos:R:3
Ni 0.86347 0.39443 0.08174
C 0.49760 -0.27470 3.53896
P 1.09648 0.90403 2.26484
C 0.57415 2.49279 2.98238
C 2.89481 0.86043 2.63742
C 3.36070 1.13755 3.92231
C 4.70598 1.04710 4.22829
C 5.61206 0.68752 3.23979
C 5.15949 0.41900 1.96048
C 3.80286 0.49431 1.64286
P 3.21227 0.08932 -0.05572
C 4.40741 1.07825 -1.04426
C 3.95798 -1.56931 -0.27945
H 0.85416 0.01539 4.52714
H 0.85437 -1.27500 3.29552
H -0.59249 -0.28143 3.52833
H 0.86280 2.57344 4.03102
H -0.50875 2.56530 2.88856
H 1.01119 3.30384 2.40270
H 2.65826 1.42145 4.69635
H 5.04886 1.24798 5.23580
H 6.66821 0.61497 3.46796
H 5.87834 0.14417 1.19862
H 5.43148 0.78004 -0.81779
H 4.26912 2.13545 -0.83489
H 4.21683 0.91005 -2.10467
H 5.04552 -1.52352 -0.21886
H 3.66009 -1.95953 -1.25097
H 3.57712 -2.25791 0.47437
C 1.49772 0.56347 -3.23186
P 0.13031 0.48825 -2.01503
C -0.93811 1.85083 -2.60177
C -0.77755 -0.96009 -2.66290
H 1.10944 0.53724 -4.25138
H 2.14199 -0.30154 -3.06202
H 2.05962 1.48296 -3.06807
H -1.11891 1.72774 -3.67134
H -0.44229 2.80363 -2.41743
H -1.88272 1.83734 -2.05809
H -1.04787 -0.78372 -3.70539
H -1.67670 -1.12387 -2.07042
H -0.13817 -1.84060 -2.59229
C 1.25453 6.75042 -1.32815
O 1.65309 5.38796 -1.31130
C 1.00638 4.52293 -0.48747
S -0.34860 4.97763 0.35559
S 1.71151 2.97631 -0.56028
H 1.91634 7.24257 -2.03957
H 1.36369 7.20042 -0.34024
H 0.21590 6.85990 -1.64026
C -8.12449 0.83084 -0.81888
C -6.63449 0.79866 -0.60069
C -5.92757 -0.39464 -0.60027
C -4.56484 -0.43982 -0.31698
C -3.87007 -1.77604 -0.36246
C -3.87899 0.74419 -0.01011
Te -1.88339 0.70778 0.82600
C -4.56518 1.96744 -0.08523
C -3.89407 3.29342 0.16717
C -5.92747 1.97046 -0.36700
H -8.50395 -0.15967 -1.06949
H -8.39218 1.52014 -1.62192
H -8.63041 1.16942 0.08803
H -6.44866 -1.32286 -0.81468
H -4.58553 -2.59234 -0.25175
H -3.11080 -1.84947 0.41592
H -3.36696 -1.90547 -1.32370
H -2.84825 3.28133 -0.13423
H -3.91303 3.53186 1.23365
H -4.41283 4.09030 -0.36857
H -6.45276 2.92132 -0.39118
O 1.46688 -4.81418 -3.41183
S 2.03795 -4.53173 -2.12171
O 3.46856 -4.66323 -2.00764
N 1.55942 -3.06367 -1.55815
C 0.89573 -3.17866 -0.43362
S 0.30412 -1.92187 0.51996
C 0.62524 -4.58202 0.00091
C -0.12243 -5.01739 1.08450
C -0.24154 -6.38343 1.29901
C 0.37676 -7.29498 0.44871
C 1.11843 -6.85749 -0.64154
C 1.22517 -5.49877 -0.84641
H -0.59726 -4.29488 1.73415
H -0.82410 -6.74218 2.13808
H 0.27667 -8.35685 0.63452
H 1.59636 -7.56069 -1.31175
```

Properties
- Orbital gap (alpha / beta): 5.89 / 5.78 eV
- Calculated total energy: -160024.7819 eV
- LUMO level (alpha / beta): 0.0681 / 0.0646 hartree
- Net charge: -1

The following is a quantum chemistry calculation of a cluster of 9 separate species, C31H44BF8N2O29 in total at a distorted geometry, from OMol25.

```
115
Properties=species:S:1:pos:R:3
C 0.46732 0.29909 0.11554
C 1.09565 -0.71848 -0.82231
O 0.28281 -0.88756 -1.99245
C 0.82256 -1.86255 -2.86594
C -0.00477 -3.18266 -2.90140
O -1.11891 -3.13720 -2.02977
C -0.89361 -3.74984 -0.77344
C -1.84339 -3.10640 0.25976
O -2.91572 -2.41656 -0.38381
C -2.52991 -1.13799 -0.73631
N -3.63534 -0.60658 -1.56998
O -3.79597 -1.41373 -2.72016
B -3.36744 0.80497 -2.22765
N -2.04113 1.30328 -2.43018
O -4.52397 1.44179 -2.56194
H 0.68370 1.33479 -0.16368
H -0.61878 0.16467 0.18834
H 0.87952 0.14074 1.11857
H 1.19410 -1.68585 -0.31006
H 2.10860 -0.38947 -1.10366
H 0.84578 -1.42047 -3.87222
H 1.85532 -2.09764 -2.57365
H -0.40001 -3.33077 -3.91234
H 0.63773 -4.03347 -2.64025
H 0.13332 -3.57259 -0.42691
H -1.06533 -4.83276 -0.84923
H -1.25494 -2.41677 0.87690
H -2.28704 -3.85143 0.92512
H -2.39314 -0.46226 0.12056
H -1.63451 -1.15323 -1.37203
H -4.49797 -0.62880 -1.01571
H -4.38173 -2.14217 -2.47786
H -1.57224 1.64160 -1.58998
H -1.41952 0.59321 -2.82386
H -4.61246 1.51425 -3.51635
C 2.65606 -0.97311 4.60482
C 1.58343 -1.76951 5.31664
O 0.60923 -1.95893 4.28447
C 1.25416 -1.90591 3.10250
O 0.79121 -2.26170 2.05875
O 2.49419 -1.42367 3.24476
F 1.01450 -1.08790 6.33191
H 2.44956 0.09433 4.65188
H 3.66445 -1.16522 4.95557
H 1.90278 -2.74797 5.67708
C -5.42944 2.47937 0.53876
C -4.57954 3.54065 1.21194
O -5.23190 3.69476 2.45806
C -5.87180 2.53433 2.75322
O -6.32777 2.24596 3.80401
O -5.91150 1.73282 1.65393
F -4.59777 4.71110 0.54148
H -6.26708 2.92775 0.00251
H -4.87731 1.83322 -0.13420
H -3.53939 3.25562 1.38779
C 2.72349 0.17852 -6.89236
C 3.89087 0.83934 -6.18729
O 4.26169 -0.14742 -5.23637
C 3.87645 -1.36321 -5.71385
O 4.22687 -2.39982 -5.25910
O 3.03325 -1.21245 -6.75743
F 3.52888 1.96871 -5.54260
H 1.79169 0.39390 -6.36678
H 2.62969 0.44727 -7.94006
H 4.74882 1.05360 -6.82601
C -8.96214 0.70208 2.56077
C -9.57088 1.81905 1.74196
O -10.19865 1.11900 0.69013
C -10.50703 -0.13632 1.14183
O -11.22335 -0.89203 0.58520
O -9.86851 -0.37642 2.31155
F -8.62636 2.65292 1.22192
H -7.97372 0.43793 2.18735
H -8.90028 0.92195 3.62207
H -10.31070 2.42398 2.26723
C 0.10470 5.53472 -2.20934
C 0.46400 4.16362 -2.74285
O 0.47697 3.37410 -1.55963
C -0.38313 3.95425 -0.67798
O -0.82644 3.40611 0.28031
O -0.69287 5.20126 -1.06563
F 1.68751 4.12907 -3.30908
H 0.99844 6.07287 -1.89240
H -0.46958 6.14231 -2.90166
H -0.26096 3.73937 -3.44007
C 2.68640 -5.21621 2.68289
C 3.87497 -5.66590 1.86069
O 4.88953 -4.77878 2.29283
C 4.58583 -4.35351 3.55038
O 5.31827 -3.76989 4.26986
O 3.30760 -4.69677 3.85995
F 3.67148 -5.49861 0.53201
H 2.15595 -4.40706 2.17599
H 1.99252 -6.01407 2.93242
H 4.19386 -6.69380 2.03991
C 3.31536 3.74605 4.07807
C 4.53077 4.37372 4.73031
O 4.87999 3.40973 5.70802
C 4.43637 2.19860 5.29064
O 4.75940 1.15875 5.75511
O 3.57438 2.34848 4.25121
F 4.23987 5.54409 5.33802
H 2.40691 4.01855 4.61692
H 3.20852 3.98269 3.02366
H 5.38054 4.52398 4.06245
C 6.69911 -1.29303 -1.79074
C 5.22415 -1.34095 -2.12455
O 4.76177 -0.09325 -1.63602
C 5.80687 0.78166 -1.65849
O 5.70505 1.95399 -1.53435
O 6.96655 0.11288 -1.84981
F 4.56743 -2.33442 -1.47181
H 6.88078 -1.65808 -0.77869
H 7.32595 -1.82911 -2.49677
H 5.00048 -1.41507 -3.18739
```

Properties
- Orbital gap: 9.17 eV
- Calculated total energy: -117628.8622 eV
- LUMO level: -0.1176 hartree
- Net charge: +1

The following is a quantum chemistry calculation of a structure of composition C31H44BrN3P2Ru at a distorted geometry, from OMol25.

```
82
Properties=species:S:1:pos:R:3
N -5.55501 -1.75287 4.07402
C -4.60450 -0.96564 4.59791
C -4.06759 0.10587 3.87694
C -4.51312 0.34750 2.56132
C -5.58933 -0.43087 2.07297
C -6.05305 -1.49593 2.86632
C -3.76881 1.24018 1.69425
Ru 0.58420 0.50810 -0.66269
P 2.91110 0.61208 -1.44118
C -4.17327 1.56656 0.42589
C -3.14191 2.06449 -0.47701
C -2.82208 1.39727 -1.68290
C -1.48828 1.31281 -2.07662
C -0.51960 1.99181 -1.26787
C -0.90932 3.01708 -0.34314
C -2.23514 3.04217 0.03264
Br 1.06289 2.71065 -2.72199
H -2.86033 1.67094 2.14824
H -5.17873 1.34400 0.07437
H -3.25970 0.67706 4.31926
H -5.98457 -0.29033 1.06920
H -4.26515 -1.17518 5.61592
H -6.85142 -2.15445 2.50208
H -3.58474 0.82172 -2.21897
H -2.58196 3.72990 0.81104
H -1.19561 0.84532 -3.01188
H -0.13741 3.68428 0.03441
P -0.30546 -1.48321 -1.02032
C 3.51462 2.20177 -0.70983
C 4.46861 3.00642 -1.59053
H 3.97927 1.94615 0.25846
H 2.61776 2.80310 -0.49066
H 4.75483 3.93490 -1.07283
H 5.40062 2.47216 -1.81519
H 4.00035 3.30214 -2.53601
C 2.99836 0.26822 -3.26113
C 4.33913 0.46938 -3.95478
H 2.26221 0.95942 -3.70941
H 2.59821 -0.75056 -3.39576
H 4.17213 0.50887 -5.04232
H 4.80054 1.42839 -3.67521
H 5.05037 -0.34592 -3.75391
C 4.10774 -0.61271 -0.77589
C 5.59204 -0.26458 -0.89987
H 3.87936 -1.55881 -1.28724
H 3.82504 -0.73724 0.28081
H 6.19598 -1.10600 -0.53463
H 5.88341 -0.07558 -1.93937
H 5.85245 0.62367 -0.31111
C 0.41177 -3.02878 -0.24205
C 1.92295 -3.14392 -0.33129
H -0.07574 -3.86876 -0.76030
H 0.07935 -3.07296 0.80159
H 2.24200 -4.08575 0.13831
H 2.28087 -3.13978 -1.37230
H 2.41668 -2.32447 0.21061
C -0.24470 -2.06726 -2.78925
C -1.54926 -1.92318 -3.57729
H 0.05904 -3.12974 -2.75436
H 0.58476 -1.52507 -3.27465
H -1.32979 -2.00481 -4.65038
H -2.25146 -2.72792 -3.32467
H -2.05222 -0.96114 -3.41513
C -2.08959 -1.64465 -0.49801
C -2.36476 -2.05744 0.94283
H -2.60462 -2.30940 -1.20658
H -2.51942 -0.64544 -0.65612
H -3.45082 -2.06178 1.11735
H -1.98436 -3.06086 1.18408
H -1.92997 -1.32850 1.64358
N -0.25542 1.04643 6.82436
C 0.01176 0.93625 5.68455
C 0.32603 0.79973 4.27568
C 0.28303 -0.44593 3.64880
C 0.47360 -0.52879 2.26815
N 0.66233 0.56460 1.49982
C 0.79294 1.75735 2.11752
C 0.65019 1.89987 3.49368
H 0.06362 -1.35138 4.20707
H 0.49374 -1.49488 1.76012
H 1.00893 2.61555 1.47799
H 0.73343 2.89831 3.92050
```

Properties
- Orbital gap (alpha / beta): 6.26 / 5.95 eV
- Energy above the lowest of the compared OMol25 structures with the same formula, charge and spin: 0.0 kcal/mol
- Expectation value of S²: 6.09
- Calculated total energy: -128486.5343 eV
- LUMO level (alpha / beta): -0.4961 / -0.5407 hartree
- Net charge: +4
- Multiplicity: 5

The following is a quantum chemistry calculation of a cluster of 3 separate species, C31H44F6N4O10P in total at a distorted geometry, from OMol25.

```
96
Properties=species:S:1:pos:R:3
C -5.44297 -1.65394 -3.26350
C -4.72064 -3.00310 -2.86916
C -5.46717 -4.10727 -3.66774
C -4.99890 -3.15641 -1.32711
C -3.23274 -2.78175 -3.22474
C -2.22923 -3.93955 -3.04240
C -2.45448 -5.16185 -3.99033
C -2.09735 -4.49202 -1.59790
C -0.79659 -3.40344 -3.40405
C -0.51053 -2.05250 -3.65561
C 0.79687 -1.60424 -3.93753
C 1.86400 -2.49197 -4.00326
O 3.14614 -2.05266 -4.28900
C 4.06198 -2.26483 -3.22775
C 4.20803 -0.96253 -2.37973
O 4.47825 -1.23742 -1.00091
C 5.85666 -1.07140 -0.71991
C 6.14823 -1.17857 0.80589
C 4.90408 -1.20046 1.66373
C 4.62316 -2.26287 2.54028
N 5.46079 -3.39995 2.69726
C 6.50213 -3.06290 3.29334
O 7.53890 -2.63519 3.58152
C 3.41412 -2.19155 3.32210
N 2.49422 -1.27677 3.31557
N 2.81323 -0.28613 2.46708
P 1.61788 1.02396 2.39277
O 2.17729 2.27017 2.89334
O 0.34677 0.64139 3.34984
O 1.04329 1.09776 0.90755
C 3.89908 -0.17727 1.70433
N 4.03902 0.96232 0.93582
C 1.60576 -3.85579 -3.77057
C 0.31989 -4.27604 -3.46360
H -4.87543 -0.76516 -2.95247
H -5.51075 -1.66410 -4.36998
H -6.47922 -1.67564 -2.89956
H -6.54656 -3.88703 -3.66149
H -5.05695 -4.13498 -4.68876
H -5.33078 -5.07770 -3.16366
H -5.99157 -2.72660 -1.13483
H -4.22243 -2.65389 -0.72863
H -5.04485 -4.22517 -1.06557
H -2.88094 -1.94312 -2.59236
H -3.14146 -2.41962 -4.26811
H -2.67701 -4.79618 -5.00391
H -3.33969 -5.70780 -3.61896
H -1.63174 -5.88417 -3.97659
H -2.96089 -5.09521 -1.27616
H -2.03825 -3.64386 -0.88538
H -1.17101 -5.06617 -1.44650
H -1.27613 -1.27864 -3.61137
H 0.99446 -0.53907 -4.10250
H 3.86399 -3.15738 -2.61494
H 5.04572 -2.43785 -3.70518
H 5.00406 -0.36134 -2.85034
H 3.27663 -0.38121 -2.49607
H 6.18710 -0.06355 -1.05306
H 6.45045 -1.80354 -1.29447
H 6.71005 -2.10532 0.99264
H 6.83858 -0.36421 1.09342
H 3.23538 -3.01943 4.02032
H -0.17341 -0.01115 2.84449
H 0.63160 1.97957 0.83023
H 4.09744 1.80816 1.51008
H 4.88220 0.93370 0.37267
H 2.43833 -4.56043 -3.84021
H 0.17267 -5.34565 -3.28447
C -0.28931 3.36485 4.65317
C -1.06409 3.47666 5.94857
O -1.82848 4.69339 5.97262
C -2.99393 4.67053 5.33574
O -3.44311 3.72226 4.76008
C -3.69634 6.02522 5.48258
F -2.86247 7.05300 5.26872
F -4.19421 6.16743 6.71812
F -4.71041 6.16796 4.62674
H 0.32664 4.25269 4.50295
H 0.34981 2.49068 4.65432
H -0.95997 3.29263 3.79498
H -0.37268 3.52950 6.78795
H -1.70930 2.61386 6.11641
C -2.63017 6.20645 2.05208
C -2.21556 5.47690 0.79176
O -1.16003 6.17418 0.10479
C 0.06505 5.96609 0.56737
O 0.34915 5.25379 1.48860
C 1.08614 6.73302 -0.28159
F 0.69311 7.98677 -0.52399
F 1.26439 6.13096 -1.46981
F 2.27589 6.79528 0.31673
H -2.90593 7.23717 1.82603
H -3.47965 5.70792 2.51717
H -1.81267 6.24538 2.77401
H -3.05463 5.43483 0.09948
H -1.91600 4.44908 1.00051
```

Properties
- Orbital gap: 5.90 eV
- Calculated total energy: -84884.6333 eV
- LUMO level: -0.1731 hartree
- Net charge: +1

The following is a quantum chemistry calculation of a structure of composition C31H44IrN3SSbSi3, from OMol25.

```
84
Properties=species:S:1:pos:R:3
Ir 0.19624 0.72145 0.05041
S 4.54062 1.45576 -0.67830
C 4.36269 -0.24726 -0.69807
C 3.06434 -0.63111 -0.64729
C 2.15848 0.47903 -0.56954
C 2.85614 1.68751 -0.59376
C 2.23051 3.01182 -0.58939
C 2.92939 4.20103 -0.72542
C 2.22668 5.39350 -0.76461
C 0.84395 5.36416 -0.68233
C 0.22010 4.13853 -0.53202
N 0.89554 2.99190 -0.46995
H 5.23982 -0.87620 -0.73366
H 2.77710 -1.66921 -0.63788
H 4.00892 4.19163 -0.80682
H 2.75189 6.33372 -0.86971
H 0.25575 6.26901 -0.73691
H -0.85561 4.07103 -0.47089
C -2.61493 0.60044 3.43654
Sb -2.38276 -0.80694 1.82521
C -1.85352 0.32442 0.04280
C -2.29264 -0.72656 -0.92092
C -2.14998 -0.67776 -2.30302
C -2.59350 -1.75366 -3.05700
C -3.15786 -2.85708 -2.42656
C -3.25578 -2.84721 -1.04933
N -2.83417 -1.80334 -0.33129
Si -2.99693 1.88898 -0.05326
C -4.73250 1.27184 0.23055
C -2.85267 2.60793 -1.76252
C -2.54163 3.15107 1.25376
C -0.80874 -2.17657 2.43216
C -0.22597 -2.73720 1.14549
C -0.03286 -4.10674 0.95836
C 0.38873 -4.59542 -0.26391
C 0.59563 -3.70896 -1.30908
C 0.43634 -2.36560 -1.04564
N 0.08145 -1.88503 0.15234
Si 0.58498 -1.31832 3.46690
C 2.09371 -2.37253 3.23301
C 0.98769 0.40928 2.82942
C 0.20298 -1.11786 5.27469
Si -1.80850 -3.50154 3.45513
C -2.98071 -4.37072 2.29082
C -2.89082 -2.65174 4.72039
C -0.67249 -4.68655 4.33495
H -3.66401 0.88297 3.50550
H -2.00724 1.48270 3.25231
H -2.31392 0.10093 4.35135
H -1.70144 0.18914 -2.77026
H -2.49632 -1.73613 -4.13510
H -3.51692 -3.70671 -2.98979
H -3.67538 -3.68209 -0.50040
H -4.99142 0.48213 -0.48063
H -5.44788 2.08861 0.09436
H -4.88656 0.88396 1.24294
H -3.42112 2.01992 -2.48684
H -1.81980 2.67461 -2.11567
H -3.27187 3.61886 -1.76247
H -3.21276 3.08404 2.11163
H -2.66168 4.15684 0.84247
H -1.51424 3.06544 1.61904
H -0.22980 -4.79630 1.76629
H 0.52902 -5.65971 -0.40441
H 0.88884 -4.04454 -2.29482
H 0.60790 -1.62910 -1.82215
H 2.37887 -2.44238 2.17980
H 1.94032 -3.38637 3.61362
H 2.93389 -1.93641 3.78187
H 1.69989 0.33062 1.99199
H 1.50987 0.99705 3.59088
H 0.09444 0.99961 2.56587
H -0.16424 -2.02298 5.75574
H -0.50068 -0.30862 5.47776
H 1.14417 -0.85165 5.76721
H -3.71516 -3.66538 1.88766
H -3.54011 -5.12425 2.85336
H -2.49949 -4.87530 1.45230
H -3.71310 -2.08693 4.26978
H -2.35193 -1.99745 5.40382
H -3.35645 -3.43525 5.32674
H 0.05053 -5.19524 3.69516
H -1.28684 -5.45902 4.80896
H -0.11501 -4.18707 5.12978
```

Properties
- Orbital gap (alpha / beta): 7.81 / 5.58 eV
- Energy above the lowest of the compared OMol25 structures with the same formula, charge and spin: 0.0 kcal/mol
- Expectation value of S²: 8.78
- Calculated total energy: -81160.4087 eV
- LUMO level (alpha / beta): -0.1933 / -0.2972 hartree
- Net charge: +2
- Multiplicity: 6

Which value of calculated total energy does entry 4 give? -84884.6333 eV

What is the net charge in the fourth record? +1

Look up the net charge of the second one. +1